Entry 1:
{"formula": "C31H42N14O3PSZr", "method": "ωB97M-V/def2-TZVPD", "homo_ha": -0.1683, "total_charge": -1, "orbital_gap_ha": 0.251, "e_lumo_ev": 2.24, "elements": ["Zr", "C", "C", "C", "N", "C", "C", "C", "C", "C", "C", "C", "N", "C", "C", "C", "N", "C", "C", "C", "C", "C", "C", "C", "N", "C", "C", "H", "H", "H", "H", "H", "H", "H", "H", "H", "H", "H", "H", "H", "H", "H", "H", "H", "H", "H", "H", "H", "H", "H", "H", "H", "H", "N", "C", "N", "N", "N", "N", "C", "N", "N", "N", "N", "H", "S", "C", "N", "C", "C", "O", "P", "O", "C", "C", "O", "C", "C", "H", "H", "H", "H", "H", "H", "H", "H", "H", "H", "H", "H", "H", "H", "H"], "positions_angstrom": [[0.6702, -0.5034, 0.8221], [4.0442, 1.5228, -1.4990], [2.6568, 2.1921, -1.3691], [1.4750, 1.3158, -1.8460], [0.4604, 1.0091, -0.8359], [-0.6268, 1.7521, -0.8284], [-0.6876, 3.0466, -1.4060], [-1.7639, 3.8189, -1.7882], [-3.1093, 3.4828, -1.8588], [-3.6841, 2.3426, -1.3225], [-3.1112, 1.4016, -0.4897], [-1.7730, 1.1864, -0.0836], [-1.4251, 0.3178, 0.8417], [-2.3715, -0.0552, 1.8714], [-1.8008, 0.3546, 3.2453], [-0.8410, 1.5280, 3.1120], [0.4044, 1.1321, 2.4673], [1.3947, 2.0044, 2.5480], [1.2343, 3.3504, 2.9377], [2.1690, 4.3034, 3.3256], [3.4921, 4.1278, 3.6704], [4.1905, 2.9186, 3.5996], [3.8617, 1.7825, 2.9106], [2.7063, 1.4697, 2.1324], [2.6838, 0.6318, 1.1323], [3.9769, 0.1467, 0.6501], [4.7221, 1.2192, -0.1569], [4.7024, 2.1817, -2.0716], [3.9588, 0.5859, -2.0576], [2.6562, 3.1191, -1.9496], [2.4811, 2.4696, -0.3322], [1.8531, 0.3573, -2.1940], [0.9919, 1.8043, -2.6976], [0.2805, 3.5165, -1.5363], [-1.5142, 4.8078, -2.1599], [-3.7623, 4.1779, -2.3733], [-4.7402, 2.1991, -1.5275], [-3.7999, 0.6451, -0.1340], [-2.5534, -1.1341, 1.8443], [-3.3228, 0.4621, 1.7390], [-1.2710, -0.4706, 3.7078], [-2.6238, 0.6473, 3.9009], [-0.6120, 1.9135, 4.1125], [-1.3416, 2.3335, 2.5522], [0.2165, 3.7153, 2.8724], [1.7718, 5.3031, 3.4737], [4.0146, 4.9809, 4.0870], [5.1538, 2.9003, 4.0993], [4.5799, 0.9737, 2.9620], [3.8008, -0.7079, 0.0097], [4.5951, -0.1986, 1.4813], [5.7358, 0.8563, -0.3484], [4.7973, 2.1383, 0.4319], [-0.5213, -2.5292, 3.1889], [-0.5990, -3.2223, 1.9464], [-0.7837, -4.4918, 2.0375], [-0.9200, -5.1963, 0.8163], [-0.2436, -3.2008, -0.3354], [-0.4381, -2.4360, 0.8572], [0.7734, -2.0800, 3.4479], [1.3732, -2.0839, 4.6200], [2.5949, -1.5753, 4.3756], [2.7260, -1.2867, 3.1356], [1.5774, -1.5961, 2.4814], [-0.8447, -3.1293, 3.9366], [2.6841, -2.3419, -3.1481], [2.2359, -1.9319, -1.6690], [1.9488, -1.6093, -0.5750], [-5.0042, -1.8416, -3.2432], [-4.3546, -2.5513, -2.0633], [-2.9496, -2.6147, -2.2075], [-2.0314, -1.5251, -1.3226], [-0.6085, -2.3523, -1.4363], [-1.1313, -4.3905, -0.3504], [-0.8580, -5.1863, -1.6093], [-1.6775, -0.4505, -2.4800], [-1.1749, -0.8187, -3.7687], [-1.3359, 0.3772, -4.6887], [-6.0695, -1.7062, -3.0498], [-4.8756, -2.4159, -4.1607], [-4.5318, -0.8668, -3.3751], [-4.7191, -3.5794, -1.9839], [-4.6233, -2.0238, -1.1380], [-2.1731, -4.0428, -0.3180], [-0.0982, -5.7817, 0.7181], [-1.0779, -4.5807, -2.4852], [-1.4749, -6.0844, -1.6214], [0.1951, -5.4708, -1.6372], [-1.7410, -1.6720, -4.1501], [-0.1245, -1.1081, -3.6879], [-2.3923, 0.5974, -4.8477], [-0.8559, 0.1684, -5.6451], [-0.8720, 1.2549, -4.2378]]}

Entry 2:
{"formula": "C31H42N3OPV", "method": "ωB97M-V/def2-TZVPD", "homo_ha": [0.0831, 0.0482], "total_charge": -2, "spin_multiplicity": 4, "orbital_gap_ha": [0.072, 0.106], "e_lumo_ev": [4.21, 4.21], "elements": ["V", "N", "N", "C", "C", "C", "C", "H", "H", "H", "C", "C", "H", "H", "H", "C", "C", "H", "H", "H", "C", "H", "H", "H", "C", "H", "H", "H", "C", "H", "C", "H", "C", "H", "C", "H", "C", "C", "H", "C", "C", "H", "C", "H", "N", "C", "C", "C", "H", "C", "C", "H", "H", "H", "C", "H", "C", "C", "H", "H", "H", "C", "H", "H", "H", "C", "P", "C", "C", "O", "H", "H", "H", "H", "H", "H", "H", "H", "H"], "positions_angstrom": [[0.1450, 0.7558, -0.1957], [-0.1437, -3.9301, 3.2809], [0.1232, -1.9876, -1.6406], [0.5677, 2.6333, -0.7880], [1.7516, 1.9272, -0.3691], [1.5691, 1.5720, 1.0137], [2.5169, 0.8326, 1.8643], [3.4046, 0.5100, 1.3057], [2.0273, -0.0621, 2.2568], [2.8567, 1.3961, 2.7480], [0.2860, 2.0426, 1.4270], [-0.2410, 1.9745, 2.7948], [0.4097, 2.4404, 3.5526], [-0.3451, 0.9300, 3.0956], [-1.2316, 2.4299, 2.8860], [-0.3577, 2.6484, 0.3087], [-1.7176, 3.2138, 0.2735], [-2.3855, 2.7036, 0.9814], [-2.1530, 3.1216, -0.7301], [-1.7279, 4.2853, 0.5340], [2.8993, 1.5791, -1.2182], [3.8312, 2.0402, -0.8571], [2.7370, 1.9112, -2.2510], [3.0685, 0.4923, -1.2438], [0.3511, 3.1978, -2.1247], [-0.4996, 3.8943, -2.1228], [0.1279, 2.4108, -2.8656], [1.2548, 3.7265, -2.4679], [-0.9114, -4.9594, 3.5738], [-0.5328, -5.6878, 4.2931], [-2.2226, -5.0508, 3.0035], [-2.8623, -5.8947, 3.2774], [-2.5083, -4.1009, 2.0075], [-3.4160, -4.2766, 1.4047], [-1.7088, -2.9754, 1.8267], [-1.6776, -2.3978, 0.9295], [-0.7868, -2.8134, 2.8562], [0.1433, -1.6838, 3.3506], [0.7220, -1.4653, 2.4239], [-0.3428, -0.7589, -1.9256], [-0.0521, -2.9420, -2.5817], [0.1530, -3.9670, -2.3242], [-0.4559, -2.1851, -3.6841], [-0.5831, -2.5971, -4.6887], [-0.6898, -0.8906, -3.2785], [-0.8206, 0.2551, -4.0619], [0.2420, 0.5907, -4.9015], [0.0400, 1.7170, -5.7167], [0.8086, 1.9553, -6.4518], [-1.1201, 2.4855, -5.6120], [-1.3367, 3.5859, -6.5329], [-1.8762, 4.3957, -6.0666], [-1.9134, 3.2800, -7.4003], [-0.3977, 3.9720, -6.9042], [-2.0684, 2.1834, -4.6362], [-2.9627, 2.7735, -4.5180], [-1.9144, 1.0835, -3.7949], [-2.8609, 0.7212, -2.6756], [-2.9312, -0.3816, -2.5319], [-3.8695, 1.1100, -2.9027], [-2.5593, 1.1550, -1.6865], [1.5174, -0.2144, -4.8557], [1.3171, -1.3047, -4.9522], [2.0770, -0.0712, -3.8961], [2.1885, 0.0869, -5.6784], [2.0446, -0.1940, 5.6043], [1.1027, -1.6511, 5.1945], [2.1182, -3.0298, 4.5726], [-0.2613, -1.9830, 6.2857], [0.0230, -0.7458, 4.2215], [1.4281, 0.7055, 5.4145], [2.9616, -0.1573, 4.9934], [2.2453, -0.3220, 6.6813], [2.0916, -3.8003, 5.3470], [1.7218, -3.4920, 3.6474], [3.1354, -2.6655, 4.3932], [-0.8233, -1.0421, 6.3958], [-0.9359, -2.7572, 5.8948], [0.1956, -2.2870, 7.2181]]}

Entry 3:
{"formula": "C31H42N4O3", "method": "ωB97M-V/def2-TZVPD", "homo_ha": -0.3101, "total_charge": 0, "relative_energy_ev": 0.3108, "smiles": "C[C@@H](CN1C2=NC[C@H](Cc3ccc(O)cc3)N2C[C@H]1Cc1ccc(O)cc1)NC(=O)CCC1CCCCC1", "orbital_gap_ha": 0.325, "e_lumo_ev": 0.41, "elements": ["C", "C", "C", "N", "C", "N", "C", "C", "C", "C", "C", "C", "C", "O", "C", "C", "N", "C", "C", "C", "C", "C", "C", "C", "O", "C", "C", "N", "C", "O", "C", "C", "C", "C", "C", "C", "C", "C", "H", "H", "H", "H", "H", "H", "H", "H", "H", "H", "H", "H", "H", "H", "H", "H", "H", "H", "H", "H", "H", "H", "H", "H", "H", "H", "H", "H", "H", "H", "H", "H", "H", "H", "H", "H", "H", "H", "H", "H", "H", "H"], "positions_angstrom": [[-0.1365, -3.6331, -1.9794], [-1.3369, -2.6939, -2.0336], [-1.5088, -1.8966, -0.7228], [-0.3059, -1.2753, -0.2253], [0.6676, -0.6570, -0.9197], [0.7600, -0.2277, -2.1267], [2.0333, 0.4712, -2.2100], [2.5568, 0.5992, -0.7504], [4.0588, 0.3417, -0.6047], [4.4730, 0.4604, 0.8344], [4.7322, -0.6662, 1.6012], [5.0492, -0.5573, 2.9435], [5.1113, 0.6929, 3.5454], [5.4117, 0.8525, 4.8624], [4.8637, 1.8302, 2.7827], [4.5495, 1.7077, 1.4450], [1.7571, -0.4209, -0.1054], [1.3478, -0.4922, 1.2713], [0.0408, -1.3115, 1.1902], [-1.0590, -0.7161, 2.0853], [-0.6315, -0.7810, 3.5245], [-0.1304, 0.3341, 4.1850], [0.3102, 0.2528, 5.4907], [0.2538, -0.9601, 6.1691], [0.6999, -1.0048, 7.4530], [-0.2546, -2.0799, 5.5219], [-0.6888, -1.9855, 4.2133], [-1.2397, -1.8054, -3.1658], [-2.3139, -1.5203, -3.9313], [-3.3620, -2.1366, -3.8644], [-2.0896, -0.3822, -4.9157], [-1.6801, 0.9149, -4.2121], [-2.6591, 1.3204, -3.1031], [-3.9027, 2.0143, -3.6585], [-4.8636, 2.3854, -2.5327], [-4.1743, 3.2851, -1.5115], [-2.9308, 2.5992, -0.9540], [-1.9732, 2.2304, -2.0829], [-0.0901, -4.2214, -2.8915], [0.7846, -3.0635, -1.8879], [-0.2219, -4.3080, -1.1312], [-2.2582, -3.2719, -2.1797], [-1.8553, -2.5838, 0.0533], [-2.2880, -1.1402, -0.8869], [1.8870, 1.4410, -2.6905], [2.7314, -0.1119, -2.8217], [2.3183, 1.5927, -0.3334], [4.5915, 1.0742, -1.2147], [4.2835, -0.6577, -0.9806], [4.6856, -1.6449, 1.1455], [5.2487, -1.4462, 3.5282], [5.5564, -0.0081, 5.2733], [4.9243, 2.7960, 3.2583], [4.3638, 2.5981, 0.8616], [2.1049, -0.9793, 1.8894], [1.1653, 0.5100, 1.6851], [0.2194, -2.3526, 1.4980], [-1.2425, 0.3167, 1.7841], [-1.9824, -1.2816, 1.9480], [-0.0914, 1.2866, 3.6771], [0.7004, 1.1168, 6.0040], [0.5816, -1.8928, 7.8113], [-0.3112, -3.0252, 6.0459], [-1.0855, -2.8637, 3.7243], [-0.4486, -1.1610, -3.1253], [-1.3091, -0.6784, -5.6195], [-3.0174, -0.2432, -5.4719], [-0.6903, 0.7859, -3.7719], [-1.6125, 1.7168, -4.9514], [-2.9832, 0.4127, -2.5826], [-4.4078, 1.3544, -4.3654], [-3.6035, 2.9194, -4.1938], [-5.7392, 2.8930, -2.9436], [-5.2077, 1.4733, -2.0395], [-4.8641, 3.5259, -0.6993], [-3.8838, 4.2222, -1.9926], [-2.4313, 3.2578, -0.2387], [-3.2287, 1.6919, -0.4214], [-1.0955, 1.7204, -1.6784], [-1.6325, 3.1407, -2.5828]]}

Number 1: electronic energy -81240.0042 eV. Number 2: electronic energy -74310.7743 eV. Number 3: electronic energy -44933.7624 eV.